1.
C7H19N2O2P | ωB97M-V/def2-TZVPD

```
31
Properties=species:S:1:pos:R:3
C 1.799 2.895 -0.686
N 0.746 1.995 -0.613
P -0.146 1.891 0.635
C 0.538 2.975 2.072
H 2.623 2.535 -1.228
H 2.302 3.227 0.245
H 1.527 3.801 -1.259
H 1.660 2.779 2.272
H 0.231 3.980 2.039
H -0.027 2.625 2.857
C 1.557 -1.181 -1.208
O 2.039 -2.291 -0.466
C 1.387 -2.486 0.720
C 1.195 -1.331 1.721
O 1.233 -0.152 1.508
H 0.412 -1.379 -1.655
H 2.125 -1.146 -2.119
H 1.584 -0.226 -0.730
H 0.228 -2.834 0.557
H 1.919 -3.266 1.340
H 0.800 -1.773 2.742
C -2.756 -0.873 -1.979
C -2.456 -1.536 -0.664
N -2.822 -0.693 0.398
H -3.617 -0.293 -2.100
H -1.927 -0.105 -2.076
H -2.842 -1.670 -2.796
H -2.932 -2.576 -0.605
H -1.407 -1.843 -0.592
H -2.719 -1.229 1.285
H -2.255 0.182 0.386
```

Properties
- energy relative to the best compared isomer or geometry (same formula, charge and spin) (kcal per mole) = 63.44
- structure (SMILES) = C/N=P\C.COCC=O.CCN
- LUMO level (eV) = 0.16
- calculated total energy (eV) = -23927.005
- total charge = 0

2.
C5H10O | ωB97M-V/def2-TZVPD

```
16
Properties=species:S:1:pos:R:3
C 1.483 -0.864 -0.223
C 0.418 -0.227 0.665
C 0.214 1.285 0.432
C -0.956 1.042 -0.541
C -1.181 -0.321 0.065
O -1.493 -1.345 -0.848
H 1.458 -1.960 -0.165
H 1.339 -0.589 -1.275
H 2.489 -0.539 0.077
H 0.549 -0.535 1.715
H -0.122 1.791 1.343
H 1.074 1.828 0.028
H -1.801 1.734 -0.513
H -0.617 0.929 -1.577
H -1.850 -0.299 0.946
H -0.999 -1.918 -0.116
```

Properties
- energy relative to the best compared isomer or geometry (same formula, charge and spin) (kcal per mole) = 43.73
- structure (SMILES) = C[C@H]1CC[C@H]1O
- LUMO level (eV) = 0.99
- calculated total energy (eV) = -7392.869
- total charge = 0

3.
C6H7N | ωB97M-V/def2-TZVPD

```
14
Properties=species:S:1:pos:R:3
N 0.545 -0.074 -3.230
C 0.582 -0.070 -2.073
C 0.631 -0.060 -0.609
C -0.142 -1.227 0.055
C -0.621 -0.601 1.342
C -0.509 0.725 1.329
C 0.061 1.234 0.027
H 1.684 -0.151 -0.319
H -0.986 -1.559 -0.563
H 0.511 -2.094 0.204
H -1.040 -1.187 2.156
H -0.829 1.390 2.127
H -0.727 1.678 -0.595
H 0.840 1.994 0.149
```

Properties
- energy relative to the best compared isomer or geometry (same formula, charge and spin) (kcal per mole) = 19.12
- structure (SMILES) = N#CC1CC=CC1
- LUMO level (eV) = 0.89
- calculated total energy (eV) = -7824.818
- total charge = 0

4.
C6H14NO | ωB97M-V/def2-TZVPD

```
22
Properties=species:S:1:pos:R:3
C 2.410 0.738 -0.192
C -0.030 -0.846 1.325
C 0.394 -1.268 -1.144
C -3.538 0.358 -0.275
C 0.918 1.006 -0.158
C 0.009 -0.249 -0.063
N -2.292 0.104 0.273
O -1.301 0.181 -0.506
H 2.730 0.095 0.623
H 2.728 0.312 -1.140
H 2.918 1.696 -0.080
H -0.675 -1.722 1.348
H 0.971 -1.149 1.618
H -0.403 -0.130 2.054
H 0.316 -0.826 -2.134
H -0.253 -2.140 -1.090
H 1.420 -1.580 -0.976
H -4.065 1.058 0.383
H -4.109 -0.575 -0.147
H -3.541 0.679 -1.319
H 0.634 1.559 -1.057
H 0.678 1.633 0.704
```

Properties
- energy relative to the best compared isomer or geometry (same formula, charge and spin) (kcal per mole) = 80.42
- LUMO level (eV) = -6.75
- calculated total energy (eV) = -9976.757
- total charge = +1

5.
C2H3N3O | ωB97M-V/def2-TZVPD

```
9
Properties=species:S:1:pos:R:3
N -0.448 -0.827 -0.137
C 0.855 -0.411 -0.081
C 1.486 0.963 -0.040
O 2.783 0.711 -0.072
N 3.024 -0.562 0.073
N 1.940 -1.232 0.018
H -1.222 -0.261 -0.469
H -0.875 -1.769 -0.053
H 1.252 2.024 -0.167
```

Properties
- energy relative to the best compared isomer or geometry (same formula, charge and spin) (kcal per mole) = 69.28
- structure (SMILES) = Nc1conn1
- LUMO level (eV) = 0.83
- calculated total energy (eV) = -8637.490
- total charge = 0

6.
C13H7AsBrINO4S4W | ωB97M-V/def2-TZVPD

```
33
Properties=species:S:1:pos:R:3
W -0.471 1.325 -0.101
O 1.453 2.045 3.451
C 1.220 1.825 2.305
O 0.116 1.249 1.826
C 2.176 2.130 1.181
C 3.462 2.620 1.268
C 4.186 2.766 0.089
C 3.622 2.406 -1.133
C 2.330 1.929 -1.129
N 1.645 1.821 0.004
C 1.527 1.443 -2.290
O 1.897 1.361 -3.413
O 0.303 1.055 -1.860
H 3.870 2.868 2.238
H 5.197 3.149 0.122
H 4.161 2.483 -2.067
S -2.469 1.310 -1.973
As -3.325 1.709 -0.104
S -2.260 0.117 0.959
S -1.046 3.374 0.120
S -4.883 2.676 0.707
Br -1.003 -2.081 -2.738
C -1.544 -2.916 -1.135
C -2.669 -3.727 -1.157
C -3.096 -4.356 0.004
C -2.409 -4.185 1.193
C -1.284 -3.373 1.230
C -0.862 -2.749 0.066
I 0.816 -1.519 0.200
H -3.203 -3.864 -2.086
H -3.976 -4.985 -0.028
H -2.742 -4.679 2.095
H -0.742 -3.228 2.154
```

Properties
- energy relative to the best compared isomer or geometry (same formula, charge and spin) (kcal per mole) = 1.93
- LUMO level (eV) = -5.89
- calculated total energy (eV) = -207419.000
- total charge = +1

7.
C19H26N4O4 | ωB97M-V/def2-TZVPD

```
53
Properties=species:S:1:pos:R:3
C 1.066 -4.177 -3.088
C 1.767 -2.969 -3.700
N 1.391 -1.718 -3.065
C -0.025 -1.400 -3.064
C -0.665 -1.213 -4.444
C 2.256 -0.613 -3.429
C 3.278 -0.361 -2.298
N 2.554 -0.112 -1.083
C 2.257 -0.994 -0.142
C 3.088 -2.231 -0.061
C 1.190 -0.737 0.744
C 0.943 -1.560 1.911
O 1.639 -2.457 2.354
N -0.226 -1.264 2.603
C -1.175 -0.321 2.315
O -2.190 -0.199 2.955
N -0.869 0.455 1.216
C -1.777 1.520 0.917
C -2.576 1.465 -0.206
C -3.464 2.495 -0.472
C -3.547 3.563 0.400
C -2.746 3.625 1.528
C -1.840 2.607 1.799
O -0.983 2.572 2.851
C -1.084 3.576 3.831
C 0.285 0.357 0.458
O 0.447 1.189 -0.439
H 1.118 -4.136 -2.003
H 0.021 -4.221 -3.384
H 1.552 -5.088 -3.427
H 2.846 -3.082 -3.555
H 1.585 -2.953 -4.789
H -0.544 -2.196 -2.527
H -0.146 -0.483 -2.481
H -0.140 -0.449 -5.013
H -1.700 -0.904 -4.328
H -0.647 -2.141 -5.011
H 2.796 -0.798 -4.367
H 1.665 0.297 -3.554
H 3.936 -1.221 -2.189
H 3.878 0.520 -2.538
H 1.898 0.682 -1.117
H 2.882 -2.772 0.855
H 4.144 -1.972 -0.091
H 2.860 -2.869 -0.912
H -0.403 -1.840 3.418
H -2.498 0.615 -0.866
H -4.089 2.455 -1.350
H -4.243 4.365 0.206
H -2.832 4.473 2.189
H -2.082 3.596 4.279
H -0.845 4.563 3.421
H -0.351 3.316 4.593
```

Properties
- energy relative to the best compared isomer or geometry (same formula, charge and spin) (kcal per mole) = 48.01
- structure (SMILES) = CCN(CC)CCN/C(C)=C1/C(=O)NC(=O)N(c2ccccc2OC)C1=O
- LUMO level (eV) = 0.69
- calculated total energy (eV) = -34276.939
- total charge = 0

8.
C30H24N4O3S2Sc | ωB97M-V/def2-TZVPD

```
64
Properties=species:S:1:pos:R:3
Sc 0.181 -1.341 -0.994
C -0.946 2.905 -2.928
C -0.895 2.273 -1.561
N -1.913 1.562 -1.266
N -2.044 1.165 0.049
C -2.384 -0.071 0.261
S -2.411 -1.448 -0.904
S -2.977 -0.528 1.898
C -2.985 0.958 2.823
C -3.997 2.032 2.560
C -3.957 3.303 3.183
C -4.956 4.221 2.923
C -6.013 3.843 2.138
C -6.136 2.576 1.578
C -5.151 1.634 1.854
C 0.223 2.511 -0.678
C 0.860 3.745 -0.629
C 1.929 3.980 0.231
C 2.396 2.975 1.013
C 1.777 1.791 1.083
C 0.762 1.474 0.108
O 0.470 0.211 0.017
H -1.933 3.341 -3.115
H -0.681 2.216 -3.692
H -0.243 3.711 -3.046
H -1.907 1.288 2.817
H -3.182 0.690 3.841
H -3.073 3.554 3.755
H -4.786 5.177 3.358
H -6.685 4.659 1.885
H -7.005 2.416 0.980
H -5.127 0.678 1.354
H 0.404 4.556 -1.224
H 2.360 4.968 0.271
H 3.289 3.116 1.594
H 2.048 0.926 1.645
O 1.203 -0.814 -2.624
C 2.256 -0.053 -2.657
C 2.336 1.176 -3.377
C 3.459 1.977 -3.297
C 4.672 1.640 -2.639
C 4.580 0.409 -1.948
C 3.442 -0.373 -1.926
C 3.459 -1.543 -1.068
N 2.386 -2.038 -0.611
N 2.527 -3.260 0.033
C 1.362 -3.852 0.092
O 0.248 -3.317 -0.411
C 1.233 -5.305 0.564
C 2.277 -5.961 1.233
C 2.220 -7.310 1.493
C 1.071 -8.027 1.092
C 0.035 -7.398 0.450
C 0.144 -6.057 0.137
H 1.464 1.500 -3.907
H 3.396 2.922 -3.827
H 5.452 2.379 -2.572
H 5.473 0.056 -1.439
H 4.451 -1.992 -0.818
H 3.120 -5.408 1.565
H 3.000 -7.898 1.917
H 1.053 -9.070 1.446
H -0.895 -7.876 0.227
H -0.735 -5.577 -0.312
```

Properties
- energy relative to the best compared isomer or geometry (same formula, charge and spin) (kcal per mole) = 16.52
- LUMO level (eV) = 2.71
- calculated total energy (eV) = -85978.619
- total charge = -1